Below is a single C3H5N3 molecule, with properties calculated with ωB97M-V/def2-TZVPD.

Last column: natural (NBO) charge in e.
Positions of all 11 atoms, in Å:
H  2.6365  0.0688  -0.0336  0.35
N  1.9619  -0.4757  0.5150  -0.69
C  0.7499  -0.2364  0.1866  0.43
C  0.0897  0.7773  -0.7834  -0.35
N  -1.3678  0.6204  -0.6653  -0.44
C  -1.5351  -0.2948  0.2086  0.25
N  -0.3791  -0.8320  0.7664  -0.63
H  0.3577  1.7970  -0.4678  0.23
H  0.3643  0.7017  -1.8482  0.23
H  -2.5048  -0.6580  0.5609  0.20
H  -0.3734  -1.4683  1.5608  0.42

Forces on the atoms, in the same order (eV/Å):
-0.496 -0.141 0.167
-0.846 0.058 -0.316
0.099 0.401 -0.154
0.075 0.309 -0.111
0.145 -0.602 0.389
0.106 0.261 0.112
0.224 -0.251 0.211
0.002 -0.236 -0.055
0.183 -0.258 0.483
0.301 0.155 -0.211
0.206 0.305 -0.515

- E: -281.5738 Ha
- LUMO level: 0.9 eV
- HOMO energy: -9.06 eV
- SMILES: [H]/N=C1\CN=CN1

***

Below is a molecular structure, C3H5N3, with properties calculated with ωB97M-V/def2-TZVPD.

Last column: natural (NBO) charge in e.
Positions of all 11 atoms, in Å:
C  -1.3556  -0.4051  0.0953  -0.22
N  -0.3329  -0.1994  -0.8075  -0.21
C  0.2222  1.1237  -0.6776  0.22
N  1.2373  1.0899  0.0766  -0.39
C  1.2857  -0.3342  0.4167  -0.04
N  0.6542  -1.0944  -0.5092  -0.32
H  -2.2284  0.2441  0.0198  0.19
H  -1.5140  -1.4415  0.3759  0.22
H  0.1144  -0.2807  1.2098  0.11
H  -0.2692  1.9878  -1.1086  0.21
H  2.1862  -0.6901  0.9089  0.22

Forces on the atoms, in the same order (eV/Å):
-0.148 -0.061 -0.172
-0.203 0.117 0.085
0.116 0.133 0.123
-0.316 -0.043 -0.192
0.330 -0.248 -0.030
0.131 0.083 0.254
0.143 -0.050 0.020
0.070 0.147 0.007
-0.032 -0.010 -0.091
0.064 -0.129 0.062
-0.154 0.060 -0.066

- E: -281.3939 Ha
- LUMO level (alpha / beta): -0.2 / -0.2 eV
- HOMO energy (alpha / beta): -8.80 / -8.79 eV

***

Below is a single C3H5N3 molecule in a non-equilibrium geometry, with properties calculated with ωB97M-V/def2-TZVPD.

Last column: natural (NBO) charge in e.
Positions of all 11 atoms, in Å:
H  2.2625  1.3159  -0.6878  0.35
N  1.8305  0.6483  -0.0935  -0.69
C  0.5739  0.5634  -0.3481  0.32
C  -0.1245  1.3836  -1.3045  0.21
N  -0.5818  2.1009  -2.0861  -0.25
N  0.0073  -0.2611  0.5207  -0.58
C  -1.0761  -1.1637  0.6830  -0.41
H  0.9850  -0.5752  0.9927  0.42
H  -2.0411  -0.8475  0.3016  0.21
H  -0.7133  -2.0734  0.1926  0.20
H  -1.1522  -1.1517  1.7752  0.22

Forces on the atoms, in the same order (eV/Å):
0.706 0.787 -0.516
0.585 0.722 -1.220
0.768 0.071 0.482
-0.487 0.622 -0.895
0.265 -0.670 0.666
2.542 -0.560 2.081
0.118 0.024 0.027
-3.249 0.403 -0.630
0.092 0.235 -0.366
-0.912 -0.524 0.602
-0.427 -1.110 -0.231

- E: -281.5107 Ha
- LUMO level: 0.5 eV
- HOMO energy: -9.19 eV
- SMILES: [H]/N=C(\C#N)NC

***

Below is 2 unconnected molecules or ions with the total composition C3H5N3 in a non-equilibrium geometry, with properties calculated with ωB97M-V/def2-TZVPD.

Last column: natural (NBO) charge in e.
Positions of all 11 atoms, in Å:
C  1.2871  0.9748  -0.6052  -0.42
N  0.5421  -0.1933  -1.0331  -0.48
C  0.1248  -1.1334  -0.3974  0.66
N  -0.4783  -2.0449  0.1845  -0.79
H  1.8492  1.3661  -1.4551  0.21
H  0.5821  1.7392  -0.2637  0.23
H  1.9817  0.7444  0.2091  0.20
H  0.0006  -2.9334  0.2739  0.40
C  -1.9824  0.5076  1.0844  0.07
N  -1.8309  1.6499  1.1541  -0.34
H  -2.0670  -0.5636  1.0056  0.26

Forces on the atoms, in the same order (eV/Å):
0.113 0.193 0.082
-0.298 -0.635 0.338
0.066 0.216 -0.175
0.236 0.265 -0.205
-0.095 -0.062 0.133
0.118 -0.104 -0.065
-0.106 0.015 -0.114
0.000 0.070 -0.017
0.137 1.014 0.070
-0.172 -1.148 -0.062
0.002 0.176 0.014

- E: -281.5296 Ha
- LUMO level: 0.8 eV
- HOMO energy: -10.23 eV
- SMILES: CN=C=N.C#N

***

Below is a single C3H5N3 molecule, with properties calculated with ωB97M-V/def2-TZVPD.

Last column: natural (NBO) charge in e.
Positions of all 11 atoms, in Å:
C  1.3687  -0.6273  1.6388  -0.43
C  -0.4028  -0.3117  0.1264  0.43
C  -0.7753  -0.0506  -1.1131  -0.32
N  -1.4082  1.1675  -1.6009  -0.23
N  -1.9655  2.0380  -0.9648  -0.24
N  -0.0231  -0.7447  1.1994  -0.38
H  1.7204  0.4008  1.5087  0.21
H  1.9731  -1.3088  1.0291  0.21
H  1.4624  -0.9316  2.6850  0.21
H  -0.6204  -0.8178  -1.8648  0.23
H  -1.3293  1.1860  -2.6438  0.31

Forces on the atoms, in the same order (eV/Å):
0.125 -0.003 0.021
0.313 -0.306 0.333
0.017 -0.200 0.146
-0.189 0.225 0.258
0.393 -0.446 -0.235
-0.429 0.393 -0.710
0.059 -0.206 0.068
-0.030 0.188 0.121
-0.137 0.142 -0.240
-0.027 0.082 0.062
-0.096 0.132 0.177

- E: -281.4287 Ha
- LUMO level: 0.6 eV
- HOMO energy: -8.07 eV

***

Below is a single C3H5N3 molecule, with properties calculated with ωB97M-V/def2-TZVPD.

Last column: natural (NBO) charge in e.
Positions of all 11 atoms, in Å:
N  -1.7081  0.1061  0.0203  -0.70
C  -0.2451  0.1087  0.0041  -0.16
C  0.7232  -0.8679  -0.0238  -0.11
N  1.8559  -0.1314  -0.0223  -0.35
N  1.6382  1.2170  0.0047  -0.34
C  0.3069  1.4120  0.0224  -0.25
H  -2.1453  -0.3001  0.8509  0.42
H  -2.1637  -0.2668  -0.8161  0.42
H  0.7404  -1.9502  -0.0439  0.22
H  2.8028  -0.4800  -0.0383  0.40
H  -1.8052  1.1525  0.0421  0.46

Forces on the atoms, in the same order (eV/Å):
-0.187 0.074 0.004
0.051 0.094 0.003
-0.008 0.180 0.002
0.102 -0.080 -0.002
-0.183 -0.012 0.002
0.328 -0.369 -0.010
0.138 0.044 -0.115
0.140 0.038 0.113
-0.048 0.203 0.004
-0.159 0.027 0.002
-0.175 -0.200 -0.003

- E: -281.4395 Ha
- LUMO level: 0.1 eV
- HOMO energy: -7.13 eV

***

Below is a single C3H5N3 molecule in a non-equilibrium geometry, with properties calculated with ωB97M-V/def2-TZVPD.

Last column: natural (NBO) charge in e.
Positions of all 11 atoms, in Å:
C  -1.3910  -0.1218  0.0042  -0.62
C  0.0081  -0.0091  0.5691  0.06
C  0.7773  1.1170  0.3387  -0.09
N  1.8694  0.7683  -0.3823  -0.25
N  1.8973  -0.5270  -0.5255  -0.06
N  0.8043  -0.9852  0.0692  -0.32
H  -1.1795  0.2348  -0.9925  0.22
H  -1.7159  -1.1597  -0.1246  0.21
H  -2.1535  0.4878  0.4681  0.23
H  0.5391  2.1518  0.5478  0.21
H  0.5444  -1.9568  0.0278  0.41

Forces on the atoms, in the same order (eV/Å):
-0.217 -0.310 0.526
0.116 0.170 -1.141
0.061 0.083 -0.207
0.632 0.138 0.748
0.026 0.133 0.395
-0.042 -0.329 -0.037
-0.665 0.179 -0.502
-0.093 0.176 0.447
-0.115 0.009 0.165
0.038 -0.176 -0.157
0.259 -0.072 -0.236

- E: -281.5098 Ha
- LUMO level: 0.6 eV
- HOMO energy: -9.37 eV
- SMILES: Cc1cnn[nH]1

***

Below is a single C3H5N3 molecule in a non-equilibrium geometry, with properties calculated with ωB97M-V/def2-TZVPD.

Last column: natural (NBO) charge in e.
Positions of all 11 atoms, in Å:
N  1.4986  0.7963  0.0711  -0.81
C  0.3096  0.0904  0.0717  0.35
C  -0.4130  -0.3087  1.1355  -0.60
C  -2.2528  -0.8901  -0.3899  0.26
N  -1.4130  -0.7202  -1.2443  -0.39
N  -0.1729  -0.2062  -1.2033  -0.44
H  1.8542  0.9804  0.9979  0.39
H  1.5573  1.5997  -0.5401  0.38
H  -0.3416  0.1384  2.1125  0.22
H  -0.9728  -1.2335  1.0733  0.23
H  0.3857  -0.2410  -2.0414  0.41

Forces on the atoms, in the same order (eV/Å):
-0.072 0.176 0.048
-0.168 -0.045 0.220
0.491 -0.059 0.248
0.096 -0.138 -1.282
-0.562 -0.079 0.500
0.096 0.096 0.052
-0.002 -0.047 -0.158
-0.106 -0.039 0.035
0.449 -0.008 0.073
-0.193 0.281 0.081
-0.028 -0.138 0.184

- E: -281.4551 Ha
- LUMO level: 0.7 eV
- HOMO energy: -8.39 eV

***

Below is a single C3H5N3 molecule in a non-equilibrium geometry, with properties calculated with ωB97M-V/def2-TZVPD.

Last column: natural (NBO) charge in e.
Positions of all 11 atoms, in Å:
H  0.2627  2.8020  -0.1555  0.38
N  0.5431  1.8674  0.0370  -0.62
C  -0.2991  1.1273  -0.4367  0.33
N  -0.3940  -0.5298  -0.0742  -0.51
C  0.5099  -0.8789  1.0304  -0.42
C  -0.6184  -1.1514  -1.1802  0.40
N  -1.0079  -1.5975  -2.1673  -0.39
H  -1.2393  1.3439  -0.9069  0.18
H  -0.0682  -1.1268  1.9608  0.21
H  1.1122  -1.8366  0.6973  0.21
H  1.1989  -0.0198  1.1952  0.24

Forces on the atoms, in the same order (eV/Å):
0.186 1.220 -0.249
1.121 -0.421 0.775
-2.025 -4.373 0.933
1.411 5.743 1.607
0.983 -2.175 -0.631
-0.598 -1.120 -0.919
0.057 -0.446 -0.789
-0.227 0.094 -0.688
0.518 0.330 -0.929
-0.980 1.945 0.902
-0.447 -0.798 -0.012

- E: -281.4979 Ha
- LUMO level: 0.7 eV
- HOMO energy: -9.52 eV
- SMILES: [H]/N=C/N(C)C#N

***

Below is a single C3H5N3 molecule in a non-equilibrium geometry, with properties calculated with ωB97M-V/def2-TZVPD.

Last column: natural (NBO) charge in e.
Positions of all 11 atoms, in Å:
C  1.1102  -1.2833  0.1355  -0.47
N  0.1890  -0.3163  0.1397  -0.28
C  -1.2192  -0.4318  0.0195  0.18
N  -1.8014  0.6977  -0.1803  -0.22
N  -0.7946  1.6761  -0.1684  -0.43
C  0.3752  1.0009  0.2024  0.00
H  2.1298  -0.9322  0.1940  0.19
H  -0.3632  1.7654  -1.1312  0.40
H  0.8066  -2.2980  0.3092  0.19
H  -1.7113  -1.3980  0.0459  0.22
H  1.2789  1.5193  0.4336  0.22

Forces on the atoms, in the same order (eV/Å):
0.270 -0.425 0.054
0.039 0.391 0.380
-0.062 0.275 -0.005
0.303 -0.492 -0.829
0.744 -0.007 -0.737
0.319 -0.555 0.972
-0.051 -0.303 -0.001
-2.027 1.020 0.093
-0.020 -0.038 0.078
0.111 0.233 0.078
0.375 -0.099 -0.082

- E: -281.4286 Ha
- LUMO level (alpha / beta): 0.7 / 0.7 eV
- HOMO energy (alpha / beta): -6.69 / -6.69 eV

***

> What is the E in the ninth record?

-281.4979 Ha